C2H4ClNO in the gas phase at a distorted geometry. Source: the OMol25 dataset; level of theory: ωB97M-V with the def2-TZVPD basis set.

The structure (SMILES) is NC(=O)CCl. The HOMO-LUMO gap comes out at 10.56 eV. For the energy above the lowest of the compared OMol25 structures with the same formula, charge and spin, the calculation gives 46.64 kJ/mol. Its total energy is -18198.604 eV.

Each line ends with the natural charge from an NBO analysis.
Geometry (Å):
1 C -0.25 -0.50 0.30  0.64
2 C 0.48 0.84 0.55  -0.44
3 H 0.54 -0.71 -1.67  0.41
4 H -0.95 -1.63 -1.29  0.41
5 H 0.66 1.16 -0.52  0.21
6 H 1.33 0.80 1.20  0.24
7 N -0.28 -0.85 -0.97  -0.84
8 O -0.73 -1.08 1.22  -0.57
9 Cl -0.81 1.97 1.17  -0.05

C2H4ClNO2 in the gas phase at a distorted geometry. Source: the OMol25 dataset; level of theory: ωB97M-V with the def2-TZVPD basis set.

The HOMO-LUMO gap (spin up / spin down) comes out at 8.40 / 7.13 eV. The spin multiplicity is 3. For the energy above the lowest of the compared OMol25 structures with the same formula, charge and spin, the calculation gives 234.28 kJ/mol. Its total energy is -20238.677 eV.

Each line ends with the natural charge from an NBO analysis.
Geometry (Å):
1 C 0.47 -0.09 -0.51  -0.31
2 C -0.39 -0.84 0.59  -0.44
3 N 0.18 1.39 -0.35  0.24
4 O 0.90 1.95 0.38  -0.18
5 O -0.77 1.82 -0.89  -0.19
6 Cl -1.02 -2.37 0.06  -0.02
7 H 0.02 -0.36 -1.47  0.22
8 H 1.53 -0.31 -0.28  0.23
9 H -1.27 -0.19 0.97  0.23
10 H 0.35 -0.99 1.51  0.22

2 unconnected molecules or ions with the total composition C2H4ClNO3 at a distorted geometry. Source: the OMol25 dataset; level of theory: ωB97M-V with the def2-TZVPD basis set.

The structure (SMILES) is C=[N+]([O-])O.O=CCl. The HOMO-LUMO gap comes out at 10.22 eV. For the energy above the lowest of the compared OMol25 structures with the same formula, charge and spin, the calculation gives 519.87 kJ/mol. Its total energy is -22289.179 eV.

Each line ends with the natural charge from an NBO analysis.
Geometry (Å):
1 C -1.18 -0.54 -0.99  -0.18
2 C 1.11 -0.82 1.00  0.40
3 N -0.74 0.47 -0.29  0.36
4 O -0.28 1.62 -0.86  -0.54
5 O -0.57 0.51 0.95  -0.51
6 O 0.77 -1.51 0.10  -0.56
7 Cl 2.28 0.50 0.78  -0.15
8 H -1.35 -1.48 -0.56  0.25
9 H -1.35 -0.15 -2.01  0.22
10 H 1.09 -0.76 2.12  0.19
11 H 0.23 2.16 -0.24  0.51

C2H4ClNO3 in the gas phase at a distorted geometry. Source: the OMol25 dataset; level of theory: ωB97M-V with the def2-TZVPD basis set.

The structure (SMILES) is NCOC(=O)OCl. The HOMO-LUMO gap comes out at 9.35 eV. For the energy above the lowest of the compared OMol25 structures with the same formula, charge and spin, the calculation gives 310.03 kJ/mol. Its total energy is -22291.354 eV.

Each line ends with the natural charge from an NBO analysis.
Geometry (Å):
1 N 0.09 0.57 1.71  -0.84
2 C -0.77 -0.03 0.67  0.08
3 O -0.17 -1.20 0.11  -0.48
4 C 0.53 -1.00 -1.01  0.96
5 O 0.76 -1.89 -1.70  -0.51
6 O 1.03 0.26 -1.32  -0.54
7 Cl 0.07 1.02 -2.49  0.27
8 H 0.15 1.56 1.51  0.36
9 H 1.04 0.23 1.54  0.36
10 H -0.96 0.75 -0.08  0.16
11 H -1.76 -0.28 1.07  0.18

2 unconnected molecules or ions with the total composition C2H4ClNO3 at a distorted geometry. Source: the OMol25 dataset; level of theory: ωB97M-V with the def2-TZVPD basis set.

The structure (SMILES) is NC(=O)C(=O)O.Cl. The HOMO-LUMO gap comes out at 10.45 eV. For the energy above the lowest of the compared OMol25 structures with the same formula, charge and spin, the calculation gives 43.60 kJ/mol. Its total energy is -22294.115 eV.

Each line ends with the natural charge from an NBO analysis.
Geometry (Å):
1 C 0.05 -0.24 -1.05  0.73
2 C -0.29 1.03 -0.22  0.56
3 N -0.02 0.81 1.08  -0.79
4 O -0.02 -0.37 -2.34  -0.63
5 O 0.58 -1.21 -0.43  -0.62
6 O -0.47 2.13 -0.72  -0.58
7 Cl 0.09 -2.06 2.40  -0.38
8 H 0.25 -2.01 0.99  0.35
9 H -0.09 1.65 1.68  0.41
10 H 0.21 -0.04 1.56  0.43
11 H -0.31 0.32 -2.95  0.53

2 unconnected molecules or ions with the total composition C2H4ClOP at a distorted geometry. Source: the OMol25 dataset; level of theory: ωB97M-V with the def2-TZVPD basis set.

The HOMO-LUMO gap (spin up / spin down) comes out at 6.51 / 5.60 eV. For the energy above the lowest of the compared OMol25 structures with the same formula, charge and spin, the calculation gives 295.36 kJ/mol. Its total energy is -25994.862 eV.

Each line ends with the natural charge from an NBO analysis.
Geometry (Å):
1 C 1.58 0.97 0.46  -0.27
2 C 0.65 0.37 -0.28  -0.62
3 O -0.99 -1.60 -0.60  -0.99
4 P -0.63 -0.60 0.59  1.31
5 Cl -3.59 1.01 0.07  -0.66
6 H 2.49 1.46 0.13  0.23
7 H 1.38 0.67 1.51  0.20
8 H 0.72 0.15 -1.36  0.24
9 H -1.61 -2.44 -0.51  0.56